{
  "formula": "C41H114Cl10N17O7P5",
  "method": "the ωB97M-V functional and the def2-TZVPD basis",
  "species": ["C", "Cl", "Cl", "H", "H", "C", "Cl", "Cl", "H", "H", "C", "Cl", "Cl", "H", "H", "C", "Cl", "Cl", "H", "H", "C", "Cl", "Cl", "H", "H", "C", "O", "N", "C", "C", "H", "H", "H", "H", "H", "H", "H", "C", "O", "N", "C", "C", "H", "H", "H", "H", "H", "H", "H", "O", "P", "N", "C", "C", "N", "C", "C", "N", "C", "C", "H", "H", "H", "H", "H", "H", "H", "H", "H", "H", "H", "H", "H", "H", "H", "H", "H", "H", "O", "P", "N", "C", "C", "N", "C", "C", "N", "C", "C", "H", "H", "H", "H", "H", "H", "H", "H", "H", "H", "H", "H", "H", "H", "H", "H", "H", "H", "O", "P", "N", "C", "C", "N", "C", "C", "N", "C", "C", "H", "H", "H", "H", "H", "H", "H", "H", "H", "H", "H", "H", "H", "H", "H", "H", "H", "H", "O", "P", "N", "C", "C", "N", "C", "C", "N", "C", "C", "H", "H", "H", "H", "H", "H", "H", "H", "H", "H", "H", "H", "H", "H", "H", "H", "H", "H", "O", "P", "N", "C", "C", "N", "C", "C", "N", "C", "C", "H", "H", "H", "H", "H", "H", "H", "H", "H", "H", "H", "H", "H", "H", "H", "H", "H", "H"],
  "coordinates": [[-5.518, 5.064, -0.050], [-3.882, 4.926, -0.812], [-6.193, 6.793, -0.015], [-6.257, 4.498, -0.605], [-5.383, 4.741, 0.987], [3.615, 4.025, 6.122], [5.290, 4.018, 5.526], [2.563, 3.703, 4.713], [3.454, 3.230, 6.824], [3.409, 4.983, 6.548], [0.095, 6.080, 1.558], [-0.147, 4.759, 2.781], [-0.744, 6.039, -0.017], [-0.064, 6.992, 2.133], [1.098, 5.848, 1.247], [-1.904, -3.803, 0.891], [-0.772, -5.146, 1.422], [-2.424, -4.146, -0.694], [-2.704, -3.650, 1.573], [-1.290, -2.951, 0.792], [-6.668, -2.235, -0.854], [-6.987, -2.050, 0.854], [-8.096, -1.970, -1.773], [-5.845, -1.505, -1.159], [-6.419, -3.310, -1.050], [-5.273, 1.201, -2.567], [-4.743, 0.318, -1.889], [-6.350, 1.902, -2.197], [-7.015, 1.742, -0.936], [-6.857, 2.842, -3.162], [-4.917, 1.489, -3.606], [-7.985, 2.265, -0.860], [-6.388, 2.184, -0.133], [-7.081, 0.694, -0.609], [-6.732, 3.866, -2.819], [-6.344, 2.670, -4.106], [-7.882, 2.696, -3.427], [4.004, 4.908, 0.739], [2.929, 5.117, 0.219], [5.094, 4.331, 0.164], [4.931, 3.807, -1.176], [6.319, 4.210, 0.876], [4.213, 5.379, 1.727], [4.230, 4.460, -1.670], [4.556, 2.783, -1.264], [5.814, 3.836, -1.816], [7.152, 4.573, 0.286], [6.367, 4.714, 1.867], [6.622, 3.145, 0.917], [-0.583, -2.790, 8.005], [-0.646, -2.111, 6.680], [-1.985, -1.113, 6.738], [-2.625, -0.499, 5.608], [-2.784, -1.048, 8.028], [-0.655, -3.059, 5.372], [-1.473, -4.246, 5.403], [-0.523, -2.507, 4.016], [0.639, -1.136, 6.311], [0.566, 0.215, 6.964], [1.946, -1.815, 6.506], [-3.702, -0.695, 5.551], [-2.148, -0.859, 4.695], [-2.549, 0.558, 5.581], [-2.125, -0.757, 8.849], [-3.175, -2.020, 8.299], [-3.600, -0.296, 8.002], [-1.647, -4.542, 6.415], [-2.391, -4.113, 4.869], [-0.848, -5.005, 4.908], [0.212, -3.169, 3.526], [-1.523, -2.538, 3.557], [-0.070, -1.502, 3.943], [-0.353, 0.740, 6.672], [0.607, 0.183, 8.065], [1.461, 0.766, 6.672], [1.962, -2.701, 5.857], [1.920, -2.118, 7.557], [2.703, -1.109, 6.286], [1.701, -1.244, -4.208], [1.718, -2.520, -3.445], [0.305, -3.366, -3.708], [-0.038, -4.802, -3.574], [-0.943, -2.590, -3.996], [1.891, -2.146, -1.865], [1.360, -3.199, -0.976], [2.531, -0.970, -1.271], [2.940, -3.547, -3.743], [4.160, -3.489, -2.996], [3.002, -3.903, -5.149], [0.958, -5.277, -3.528], [-0.639, -5.068, -4.478], [-0.617, -5.016, -2.692], [-0.589, -1.590, -4.224], [-1.696, -2.591, -3.153], [-1.396, -2.974, -4.884], [0.690, -2.620, -0.312], [0.741, -3.880, -1.598], [2.148, -3.763, -0.488], [1.858, -0.542, -0.607], [3.465, -1.185, -0.699], [2.683, -0.200, -2.010], [4.024, -3.265, -1.936], [4.697, -4.421, -3.156], [4.848, -2.713, -3.372], [3.274, -5.002, -5.251], [3.826, -3.383, -5.636], [2.087, -3.728, -5.703], [5.021, -3.394, 0.253], [5.058, -2.982, 1.683], [3.652, -2.869, 2.499], [2.804, -4.042, 2.343], [2.877, -1.642, 2.531], [5.820, -1.514, 1.875], [5.937, -0.546, 0.794], [6.231, -1.067, 3.178], [5.823, -4.151, 2.670], [7.047, -4.804, 2.121], [5.382, -4.813, 3.856], [1.864, -3.724, 1.889], [2.700, -4.491, 3.303], [3.185, -4.771, 1.628], [2.142, -1.691, 3.430], [2.214, -1.442, 1.646], [3.491, -0.774, 2.628], [5.638, -0.927, -0.240], [5.363, 0.371, 0.975], [6.987, -0.297, 0.751], [7.134, -0.448, 3.048], [5.466, -0.430, 3.677], [6.510, -1.952, 3.699], [7.959, -4.525, 2.694], [6.888, -5.865, 2.093], [7.096, -4.480, 1.060], [4.708, -4.176, 4.470], [6.306, -5.045, 4.431], [4.875, -5.818, 3.685], [-4.447, 2.552, -5.532], [-3.301, 2.491, -6.464], [-2.275, 1.290, -5.986], [-2.774, 0.194, -5.154], [-0.915, 1.206, -6.367], [-2.632, 3.992, -6.474], [-1.683, 4.458, -7.507], [-2.463, 4.710, -5.249], [-3.617, 2.273, -8.089], [-4.481, 3.177, -8.833], [-3.426, 1.062, -8.823], [-3.770, 0.408, -4.743], [-2.151, 0.049, -4.244], [-2.714, -0.804, -5.611], [-0.601, 2.165, -6.770], [-0.791, 0.564, -7.224], [-0.204, 0.904, -5.573], [-1.668, 5.534, -7.450], [-0.702, 4.102, -7.204], [-1.948, 4.110, -8.441], [-3.248, 4.474, -4.445], [-1.467, 4.540, -4.803], [-2.482, 5.821, -5.444], [-5.373, 2.738, -9.121], [-4.658, 4.117, -8.238], [-4.039, 3.468, -9.736], [-2.916, 0.253, -8.284], [-2.798, 1.250, -9.680], [-4.367, 0.594, -9.135], [-0.176, -1.102, 0.955], [-0.615, 0.336, 1.064], [-2.060, 0.465, 1.877], [-2.597, 1.808, 2.082], [-3.098, -0.548, 1.926], [-0.623, 0.959, -0.522], [-1.050, -0.074, -1.523], [-0.951, 2.317, -0.889], [0.373, 1.315, 1.914], [1.553, 1.785, 1.332], [0.375, 1.153, 3.392], [-3.158, 1.899, 3.025], [-3.297, 2.086, 1.258], [-1.884, 2.650, 2.158], [-4.012, -0.153, 1.499], [-3.326, -0.855, 2.899], [-2.629, -1.418, 1.387], [-0.183, -0.587, -1.851], [-1.840, -0.750, -1.222], [-1.465, 0.421, -2.377], [-2.078, 2.502, -0.834], [-0.434, 2.996, -0.193], [-0.509, 2.563, -1.856], [1.885, 2.718, 1.720], [2.358, 1.049, 1.502], [1.485, 1.918, 0.275], [1.293, 0.655, 3.700], [-0.481, 0.543, 3.669], [0.391, 2.175, 3.810]],
  "forces_ev_per_angstrom": [[0.3672, 1.1023, 0.1585], [-1.2015, 0.1458, 0.2614], [0.7476, -1.3446, -0.0508], [0.2561, -0.1168, 0.0055], [-0.2766, 0.1521, -0.4036], [0.2193, -0.4386, -1.2138], [0.0593, 0.0033, 0.4309], [-0.1123, 0.2404, 0.4496], [0.1496, -0.2944, 0.2829], [-0.2178, 0.4913, 0.0583], [0.6309, -0.7172, 0.0548], [-0.6874, 0.1795, -0.5960], [-0.3387, -0.0546, 0.9116], [-0.0335, -0.0191, -0.6148], [0.5462, 0.6757, 0.1763], [1.6583, -1.0765, 0.3066], [-0.6896, 0.5858, 0.1825], [-1.0732, -0.3107, -1.4442], [-0.5839, -0.3381, 0.5596], [0.7416, 1.0350, 0.3940], [2.0674, -0.6617, -0.6190], [0.0774, 0.1186, 0.7745], [-1.1171, 0.5342, -0.8974], [-1.1321, -1.0651, 0.3553], [0.2404, 1.1620, 0.3594], [0.7284, -0.8504, -0.3541], [-0.1793, 0.4347, -0.1631], [-0.6355, 0.2000, -0.6785], [0.6548, 0.1048, 1.7346], [0.3122, 0.2728, -0.4929], [-0.2150, -0.2427, 1.0905], [0.3911, -0.4741, -0.5399], [-0.1907, -0.0307, -0.2657], [-0.3177, 0.1962, -0.5039], [0.0896, 0.2612, -0.1232], [0.3575, 0.4440, 0.0766], [-0.9881, -0.2812, 0.3335], [0.8651, 1.2594, 0.4083], [-0.4125, -0.5700, -0.3507], [-1.3798, 0.2098, 0.1407], [0.0215, 0.0061, -0.7799], [1.5452, -1.0790, 0.1303], [0.1789, -0.6192, -0.1220], [-0.4813, 0.0501, -0.1722], [-0.0929, 0.0041, 0.5129], [0.4558, 0.1950, 0.5970], [0.1098, 0.7835, -0.2774], [-0.4763, -0.5180, -0.7190], [-0.4355, 0.2007, 0.7382], [0.1204, -0.1138, -0.8197], [-0.7802, 0.6916, 1.9353], [-1.3349, 0.0878, 1.4137], [0.0209, -0.9832, -0.6465], [0.9833, 0.4122, -0.3948], [-0.2821, 0.6387, -0.6116], [1.5456, -0.6053, -0.4811], [0.8576, -0.5862, -0.0064], [0.1188, 1.7424, 0.2275], [0.4044, -0.7353, -0.0790], [-2.1320, -0.4353, 0.4988], [0.1043, -0.3804, 0.0427], [-0.2237, 0.0547, -0.0246], [0.3134, 1.3789, 0.1991], [0.0033, -0.0062, -0.0940], [-0.2337, -0.1932, -0.1250], [0.5243, -0.4428, -0.4943], [-0.1739, -0.2214, 0.6281], [-0.7474, 0.0376, -0.3681], [-0.6402, -0.2725, 0.0547], [-0.6790, 0.1596, -0.4829], [0.4952, 0.0470, -0.3745], [-0.5428, -0.5456, 0.4623], [0.4583, -0.1555, -0.0366], [-0.1629, -0.2698, -0.1335], [-0.1348, 0.1744, -0.2999], [0.2974, 0.2930, 0.1873], [0.8344, -0.2212, -0.0469], [1.0161, 0.4566, -0.2527], [-0.0385, -0.1739, -0.4733], [-0.5352, 2.2267, 0.2248], [-2.0505, -0.2010, -0.2172], [1.6458, 1.0497, -1.1955], [1.2851, 0.3592, 1.2006], [-0.1596, -0.8748, 0.6385], [-0.6990, 1.1513, -0.3065], [0.7614, -1.2056, -0.7531], [-1.2170, -0.5948, -0.7787], [1.1494, 0.3160, -0.2166], [1.5910, -1.9789, -0.1841], [-0.7425, -0.5663, -0.1025], [0.6621, -0.1830, 0.6452], [-0.2242, -0.0657, 0.4655], [-0.3505, 0.2965, 0.1274], [0.8915, -0.0499, -0.7081], [-0.4387, -0.4633, -0.6232], [0.3549, -0.9135, 0.3557], [0.5146, 0.4162, 0.8455], [0.1012, -0.0320, 0.3468], [-1.4000, 0.7322, 1.5918], [-0.4434, -0.1520, -0.6171], [0.3564, -0.0332, -0.5782], [-0.1537, -0.4459, -0.2249], [0.0229, -0.2788, 0.3750], [-0.1779, 0.0713, -0.1120], [-0.4377, 1.0028, 0.0914], [-0.0162, 0.3414, -0.1890], [-0.1344, 0.1511, 0.2538], [0.0577, 0.4233, 0.4913], [1.1848, -1.0453, 0.0995], [-0.7883, 0.4523, -0.3476], [-0.3479, 0.1965, -0.7825], [-2.2543, 0.0006, 0.7524], [-0.6742, -0.5668, -0.8244], [-0.2476, -0.4814, -1.1693], [0.1139, 1.1681, -0.6643], [0.9519, 0.4842, -1.5527], [-0.8607, 1.6229, -0.7972], [-0.3930, -0.5417, 1.1420], [-0.2121, -0.1332, 0.3989], [-0.6264, -0.6247, 0.6966], [0.4120, -0.0194, 0.1415], [1.3065, 0.1738, -1.2893], [0.5460, -0.5859, 0.4961], [0.6263, 0.5069, 0.3240], [0.3221, 0.0944, 1.6721], [-0.0663, -0.0639, 0.1601], [0.4308, 0.4483, -0.2705], [-0.1685, -0.1282, 0.1825], [0.3697, -0.5452, 0.0189], [0.0086, -0.4310, 1.0670], [-0.5346, -0.2429, -0.3505], [0.1360, -0.7031, 0.1904], [0.4639, -0.1721, 0.6382], [0.4740, -0.4290, -0.3986], [-0.6754, 0.1569, 0.0775], [0.4067, 1.0735, -0.0589], [-0.5505, -0.3985, 0.0605], [-0.8579, 0.1417, 0.0674], [-1.0992, -0.3836, 0.9344], [0.2826, -0.2644, 1.2241], [1.2295, 0.4444, -0.6892], [0.5336, 0.3291, -1.0866], [0.1742, -0.0504, 2.9584], [-0.4808, 1.1305, 1.9370], [-0.1508, 0.0323, 0.3714], [1.0901, 1.8831, 2.4824], [0.3809, -1.4504, 0.2611], [0.3081, -0.1842, -0.6849], [-0.0528, 0.4964, -0.5495], [-0.3301, 0.3317, -0.4755], [0.2056, 0.2365, 0.2753], [0.2556, -0.8487, -0.2725], [-0.5983, 0.0859, -0.1947], [-0.0437, 0.4607, -0.3017], [0.4670, 0.1519, -0.4110], [-0.4690, -0.6790, -1.9704], [1.0775, 0.1899, -1.4856], [-0.1424, -0.1480, -0.0041], [-0.2529, -0.9997, 0.1128], [-2.0696, -1.0328, -0.0905], [-0.0136, -1.0149, -0.5315], [1.1147, 0.5190, -1.4587], [-0.0125, 0.4884, 0.3517], [0.0571, 0.0789, -0.6749], [-0.0733, 0.3145, -0.1594], [-0.8153, 0.8699, 0.3757], [0.1882, -1.3844, -1.7168], [0.0404, 1.3829, 0.4867], [-0.6800, 1.1269, -0.1134], [1.7570, -0.6544, -2.1542], [-0.5231, -1.4447, 0.6566], [0.0191, 1.0188, 0.4676], [-0.7257, 0.6138, 1.0547], [-1.8298, -0.0770, 1.2208], [2.0817, -0.6706, -0.2371], [0.4418, 0.8116, -1.1336], [-0.0159, -0.4619, -0.1250], [0.2788, -0.2247, 0.4430], [0.2156, -0.8523, -0.3027], [-0.2020, -0.2573, -0.6171], [-0.2290, -0.3884, 1.7852], [-1.1891, 0.7043, 0.3449], [0.7214, -0.8793, -0.2744], [-0.0272, -0.2057, 0.5450], [-0.1542, 0.6321, -0.4342], [1.4019, 0.0439, -0.4110], [-0.4573, -0.0703, -0.0306], [-0.4026, -0.1689, -0.2017], [0.1015, 0.9333, 0.6385], [0.1828, 0.1991, -0.0768], [-0.2912, -0.0315, -0.7310], [0.1371, -0.1725, 0.1032], [0.0112, 0.3892, 0.2993], [-0.3267, -0.5845, 0.2373]],
  "e_homo_ev": -8.051,
  "lumo_energy_ev": 0.20,
  "smiles": "CN(C)P(=O)(N(C)C)N(C)C.CN(C)P(=O)(N(C)C)N(C)C.CN(C)P(=O)(N(C)C)N(C)C.CN(C)P(=O)(N(C)C)N(C)C.CN(C)P(=O)(N(C)C)N(C)C.CN(C)C=O.CN(C)C=O.ClCCl.ClCCl.ClCCl.ClCCl.ClCCl"
}